(1)
C34H67BFN3O9P | ωB97M-V/def2-TZVPD

Last column: Mulliken charge in e.
Positions of all 116 atoms, in Å:
1 C -0.35157 2.86817 2.57719  -0.481
2 C 0.62296 1.68292 2.66667  -0.805
3 B 1.08247 1.07274 1.26754  0.990
4 O 0.89481 1.91538 0.14891  -0.642
5 P 1.74372 -0.76709 1.15342  0.458
6 O 2.36488 -2.42324 1.15813  -0.565
7 C 3.64933 -2.45544 1.69382  0.326
8 C 3.55842 -2.97699 3.17964  -0.892
9 C 3.96422 -2.09665 4.32665  0.496
10 O 5.00599 -1.59515 4.60500  -0.503
11 F 2.90378 -1.93398 5.23155  -0.311
12 C 4.32799 -1.06065 1.44529  0.694
13 C 5.65079 -1.27271 0.65327  -0.415
14 O 5.54157 -1.57643 -0.55256  -0.600
15 O 6.68920 -1.18730 1.31360  -0.775
16 O 3.37607 -0.30250 0.75549  -0.617
17 H -0.26193 3.57338 3.41326  0.377
18 H -1.39258 2.52741 2.56061  -0.259
19 H -0.17416 3.42292 1.64717  0.274
20 H 1.53205 1.95520 3.22452  0.362
21 H 0.18799 0.85187 3.23932  0.356
22 H 0.14900 1.56565 -0.35371  0.195
23 H 2.08034 -0.69671 2.61040  -0.448
24 H 0.38678 -1.23519 1.54555  -0.179
25 H 1.43242 -0.93114 -0.25486  -0.350
26 H 4.21577 -3.21028 1.13248  0.232
27 H 4.18779 -3.87211 3.28475  0.352
28 H 2.51537 -3.25928 3.31676  0.371
29 H 4.60536 -0.57131 2.38676  0.283
30 C -4.61571 0.73129 -4.59681  -1.769
31 C -3.60196 0.14930 -3.60169  1.748
32 C -4.27300 -0.84595 -2.64788  -1.341
33 C -5.18263 -0.18021 -1.61668  -0.876
34 C -4.43381 0.90226 -0.84238  -0.337
35 C -3.76539 1.94636 -1.74522  2.023
36 N -2.95029 1.21881 -2.77319  0.479
37 O -1.77953 0.90829 -2.36953  -0.582
38 C -4.80175 2.87505 -2.38423  -1.874
39 C -2.80693 2.79487 -0.92408  -1.398
40 C -2.50010 -0.54317 -4.39635  -1.950
41 H -5.60520 0.88157 -4.17059  0.278
42 H -4.26301 1.68200 -4.99775  0.328
43 H -4.72665 0.03496 -5.42874  0.490
44 H -3.48953 -1.40182 -2.12524  0.458
45 H -4.83405 -1.56755 -3.24927  0.388
46 H -6.07337 0.23626 -2.09785  0.285
47 H -5.54123 -0.93754 -0.91641  0.417
48 H -5.10503 1.42529 -0.15438  -0.435
49 H -3.65665 0.43003 -0.23420  0.558
50 H -4.33145 3.50861 -3.13771  0.361
51 H -5.20946 3.52000 -1.60407  0.429
52 H -5.63740 2.35502 -2.84357  0.317
53 H -2.09819 2.17901 -0.37934  0.127
54 H -3.38161 3.37608 -0.19815  0.012
55 H -2.24087 3.48307 -1.55229  0.530
56 H -1.97247 0.17207 -5.02846  0.458
57 H -2.95971 -1.30271 -5.03273  0.448
58 H -1.77183 -1.01746 -3.74616  0.407
59 C 5.58224 -6.62468 -3.76583  -1.850
60 C 6.73114 -5.78691 -4.34489  1.823
61 C 7.97451 -5.86305 -3.44829  -1.288
62 C 7.82914 -5.08209 -2.14254  -0.463
63 C 7.41990 -3.63486 -2.40098  -1.136
64 C 6.15738 -3.50837 -3.25743  1.800
65 N 6.35592 -4.34209 -4.50007  0.507
66 O 6.97994 -3.75256 -5.44893  -0.669
67 C 4.91514 -3.92254 -2.45896  -1.590
68 C 5.96486 -2.05078 -3.64612  -1.670
69 C 7.04959 -6.33490 -5.73264  -1.938
70 H 5.54214 -6.60306 -2.68165  0.308
71 H 4.62167 -6.27902 -4.14740  0.330
72 H 5.71881 -7.66536 -4.06882  0.495
73 H 8.82479 -5.46207 -4.01062  0.394
74 H 8.18630 -6.92076 -3.25310  0.354
75 H 7.10442 -5.56757 -1.48358  0.298
76 H 8.78171 -5.09826 -1.60729  0.408
77 H 7.22196 -3.09473 -1.46996  0.138
78 H 8.24014 -3.11603 -2.91073  0.484
79 H 4.04001 -3.97316 -3.11182  0.356
80 H 4.74697 -3.15047 -1.70422  0.408
81 H 5.01504 -4.87216 -1.93968  0.129
82 H 6.83124 -1.63496 -4.15851  0.371
83 H 5.82670 -1.53468 -2.69293  0.376
84 H 5.08185 -1.91692 -4.27371  0.451
85 H 6.18987 -6.22615 -6.39624  0.445
86 H 7.28798 -7.39757 -5.63822  0.426
87 H 7.89325 -5.81963 -6.18263  0.385
88 C -5.68394 3.98526 2.04260  -1.936
89 C -5.05165 3.21484 3.21039  2.122
90 C -6.11686 2.73557 4.20253  -1.461
91 C -6.71879 3.86184 5.04124  -0.483
92 C -5.63067 4.66777 5.74819  -1.267
93 C -4.55631 5.20311 4.79496  1.595
94 N -4.06047 4.05341 3.96957  0.571
95 O -3.14870 3.36984 4.54372  -0.584
96 C -5.10121 6.34217 3.92887  -1.693
97 C -3.36916 5.74574 5.58221  -1.950
98 C -4.29303 2.02692 2.62701  -1.641
99 H -6.54638 4.58314 2.32957  0.361
100 H -4.95030 4.63780 1.56834  0.369
101 H -6.02580 3.26663 1.29671  0.380
102 H -5.65653 2.00098 4.86975  0.456
103 H -6.89623 2.21389 3.63962  0.348
104 H -7.33669 4.51702 4.42011  0.307
105 H -7.38953 3.43235 5.78866  0.395
106 H -6.06475 5.51541 6.28661  0.393
107 H -5.14134 4.03039 6.49067  0.386
108 H -4.38328 6.60369 3.15066  0.363
109 H -5.24915 7.21697 4.56395  0.470
110 H -6.05375 6.12044 3.45778  0.284
111 H -2.97299 5.00635 6.27133  0.386
112 H -3.69849 6.62102 6.14703  0.433
113 H -2.56468 6.04309 4.90924  0.439
114 H -3.48895 2.36416 1.97191  -0.103
115 H -4.99252 1.42477 2.04242  0.556
116 H -3.85248 1.40554 3.40048  0.518

As for the energy: -2643.0519 hartree. As for the expectation value of S²: 3.76. As for the spin multiplicity: 4. As for the net charge: -2. The calculation puts the LUMO energy (alpha / beta) at 3.012 / 3.011 eV. As for the relative energy (zero: lowest compared OMol25 entry of this formula, charge and spin): 0.0 kJ/mol.


(2)
C34H67ClF4IN5O9P | ωB97M-V/def2-TZVPD

Last column: Mulliken charge in e.
Positions of all 122 atoms, in Å:
1 C 8.37818 3.65517 2.26845  -0.623
2 C 7.47301 2.71471 2.57885  -0.396
3 C 6.16102 2.69111 1.94402  0.644
4 O 5.63662 3.64987 1.42720  -0.496
5 O 5.48907 1.46735 2.00343  -0.326
6 C 5.78575 0.68183 0.83216  -0.745
7 C 4.50059 0.28745 0.12603  -0.448
8 C 3.67382 1.52607 -0.17197  -0.843
9 C 2.37365 1.21767 -0.91986  -1.122
10 C 1.41548 0.31111 -0.12447  -0.155
11 C 0.21585 1.12450 0.42266  -1.639
12 C -1.04082 0.27971 0.62405  -0.325
13 N -1.25291 -0.34087 1.98985  0.841
14 P 0.28997 -0.65349 2.96535  0.013
15 N -0.39053 -1.65517 4.12157  -0.465
16 O 0.64975 0.69839 3.77154  -0.544
17 C -2.45679 0.10347 2.76326  -2.508
18 C -2.35504 1.33870 3.65549  -1.106
19 C -1.64729 2.62147 3.22345  -1.370
20 C -3.67710 -0.09948 1.83521  1.516
21 Cl -4.14179 -1.92269 2.12601  -0.149
22 C -4.94228 0.67215 2.33566  -0.654
23 O -5.28190 1.69909 1.78532  -0.350
24 N -5.80553 0.16420 3.41385  -0.244
25 C -5.18080 -0.00821 4.66962  0.581
26 O -5.15632 0.85917 5.52424  -0.446
27 F -4.58009 -1.18656 4.91949  -0.225
28 N -3.44060 -0.06615 0.44864  1.409
29 C -4.58216 -0.28885 -0.41082  -1.126
30 C -4.67896 -1.69255 -1.05882  -0.839
31 N -5.21346 -1.59672 -2.42951  -0.591
32 C -2.33628 0.78003 -0.05314  0.145
33 C -2.07655 0.69543 -1.55825  -1.855
34 C -1.97084 -0.68040 -2.21675  -0.913
35 C -0.83664 -0.69891 -3.24054  -1.784
36 I -1.45756 0.33140 -5.02822  -0.008
37 C -2.78455 2.24673 0.20674  -1.555
38 C -1.99291 3.43443 -0.32080  -0.308
39 O -0.98956 3.87877 0.57164  -0.592
40 C -2.99002 4.62839 -0.50580  0.539
41 F -2.38215 5.78998 -0.23270  -0.294
42 F -4.04580 4.56048 0.30246  -0.247
43 F -3.37726 4.70424 -1.78332  -0.294
44 H 8.93401 4.15188 3.04895  0.314
45 H 8.52896 3.95533 1.24361  0.252
46 H 7.72944 1.95709 3.30192  0.424
47 H 6.32831 -0.19970 1.16297  0.383
48 H 6.43822 1.22683 0.15696  0.470
49 H 3.98116 -0.39614 0.79292  0.323
50 H 4.75975 -0.25368 -0.77801  0.245
51 H 4.27259 2.14236 -0.83685  0.432
52 H 3.48132 2.12951 0.70567  0.245
53 H 1.90611 2.16225 -1.18863  0.450
54 H 2.63373 0.70556 -1.83971  0.445
55 H 1.08751 -0.47109 -0.80307  0.617
56 H 1.95513 -0.12376 0.70264  0.106
57 H 0.07802 1.89946 -0.30868  0.496
58 H 0.58898 1.60795 1.31912  0.200
59 H -0.79078 -0.58654 0.02431  0.706
60 H -1.51151 -1.31513 1.80081  0.712
61 H -0.57018 -1.19620 5.00834  0.258
62 H 0.21477 -2.45432 4.23777  0.323
63 H 1.50233 1.00456 3.44391  0.403
64 H -2.57936 -0.69662 3.47693  1.555
65 H -1.83814 1.01519 4.55369  0.832
66 H -3.32206 1.63839 4.03881  0.293
67 H -1.27779 3.10406 4.11972  0.530
68 H -0.79745 2.50160 2.56951  -0.047
69 H -2.29697 3.35374 2.77042  0.573
70 H -6.33670 -0.64384 3.10834  0.365
71 H -4.66332 0.40778 -1.23605  0.527
72 H -5.53883 -0.17835 0.08576  0.802
73 H -3.72816 -2.20540 -1.02530  0.317
74 H -5.35408 -2.30211 -0.46955  0.552
75 H -6.11840 -2.04169 -2.46742  0.344
76 H -4.64433 -2.19828 -3.01061  0.082
77 H -1.19320 1.25442 -1.82503  1.006
78 H -2.88226 1.23193 -2.04539  1.426
79 H -2.86696 -0.92923 -2.76698  0.199
80 H -1.74596 -1.49622 -1.53371  0.608
81 H 0.03340 -0.16309 -2.89048  0.468
82 H -0.57699 -1.70637 -3.52177  0.603
83 H -3.04604 2.45399 1.23281  0.553
84 H -3.73353 2.30979 -0.31590  0.664
85 H -1.54567 3.32122 -1.30255  0.381
86 H -0.18541 4.04699 0.08521  0.414
87 C -2.49402 -5.72916 -4.10443  -1.489
88 C -1.85234 -4.37901 -4.37833  1.129
89 C -1.14425 -4.35952 -5.72382  -1.571
90 O -0.91992 -4.06161 -3.33391  -0.530
91 H -1.73928 -6.51757 -4.07575  0.398
92 H -2.99182 -5.73169 -3.13474  0.302
93 H -3.22703 -5.98017 -4.87125  0.348
94 H -2.61667 -3.59855 -4.35664  -0.038
95 H -0.34292 -5.10272 -5.74938  0.363
96 H -0.68519 -3.38529 -5.90002  0.375
97 H -1.83704 -4.57030 -6.53869  0.382
98 H -0.23789 -4.74054 -3.33804  0.345
99 C -4.87073 -10.46719 -3.94626  -1.395
100 C -4.22294 -9.12192 -4.23426  0.477
101 C -3.53425 -9.12333 -5.59156  -1.157
102 O -3.28194 -8.80376 -3.20511  -0.528
103 H -4.11642 -11.25806 -3.92374  0.358
104 H -5.35750 -10.45605 -2.97101  0.334
105 H -5.61367 -10.71989 -4.70349  0.378
106 H -4.98110 -8.33794 -4.20763  0.280
107 H -2.74136 -9.87561 -5.61713  0.338
108 H -3.06917 -8.15776 -5.78870  0.224
109 H -4.24057 -9.33913 -6.39393  0.379
110 H -2.60393 -9.48649 -3.21137  0.341
111 C 9.48915 8.86237 4.71508  -1.226
112 C 9.95923 7.77039 3.76749  0.338
113 C 9.58132 8.08437 2.32804  -1.222
114 O 9.39748 6.51356 4.15593  -0.519
115 H 8.40008 8.95520 4.68257  0.326
116 H 9.76324 8.62125 5.74210  0.320
117 H 9.92612 9.82697 4.45527  0.369
118 H 11.04072 7.65909 3.84561  0.265
119 H 8.49494 8.15363 2.22356  0.317
120 H 9.92120 7.29097 1.66132  0.296
121 H 10.02074 9.02659 1.99944  0.393
122 H 8.43977 6.59163 4.09621  0.348

As for the energy: -3785.0584 hartree. As for the net charge: +1. The calculation puts the LUMO energy at -2.701 eV. As for the relative energy (zero: lowest compared OMol25 entry of this formula, charge and spin): 0.0 kJ/mol.


What is the net charge in the second record? +1


Look up the energy of the first one. -2643.0519 hartree


What is the formula in the first record? C34H67BFN3O9P